# 1
The following is a DFT calculation (ωB97M-V with the def2-TZVPD basis set) of C27H27N6OOsS as an isolated structure at a distorted geometry.

Structure (XYZ):
```
63
C27H27N6OOsS ωB97M-V with the def2-TZVPD basis set
Os 1.0061 1.1628 -1.4770
N -0.0982 -2.0218 -4.2148
C -0.0136 -0.8145 -3.5881
N 0.7160 -0.5818 -2.5562
C 1.5013 -1.6713 -2.0028
N 2.2831 -1.4077 -1.0084
N 2.2708 -0.1283 -0.6364
C 3.0061 0.3076 0.4791
C 2.7946 1.6127 0.8069
C 3.4013 2.2977 1.9305
C 3.0585 3.5710 2.2326
C 2.1060 4.2704 1.4326
C 1.5870 3.6075 0.3527
N 1.8925 2.3476 0.0123
C 1.3098 -2.9989 -2.5457
C 1.8927 -4.1460 -1.9938
C 1.6695 -5.3957 -2.5387
C 0.8430 -5.5409 -3.6526
C 0.2494 -4.4214 -4.2104
C 0.4846 -3.1659 -3.6630
H -0.7750 -2.1259 -4.9493
H -0.5966 -0.0027 -4.0057
H 3.6754 -0.3701 0.9906
H 4.1219 1.7531 2.5302
H 3.5144 4.0619 3.0863
H 1.8062 5.2852 1.6496
H 0.8732 4.0849 -0.3118
H 2.5276 -4.0220 -1.1269
H 2.1360 -6.2664 -2.0957
H 0.6609 -6.5192 -4.0781
H -0.3995 -4.5137 -5.0748
C -0.6639 1.8672 -1.9382
C -2.1067 1.6397 -1.8116
C -3.0363 2.5400 -2.3315
C -4.3965 2.3112 -2.1933
C -4.8480 1.1706 -1.5395
C -3.9298 0.2629 -1.0295
C -2.5684 0.4961 -1.1644
H -2.6688 3.4245 -2.8383
H -5.1040 3.0257 -2.5970
H -5.9111 0.9936 -1.4265
H -4.2696 -0.6274 -0.5142
H -1.8392 -0.1892 -0.7545
O -0.4017 0.4456 1.0635
C -0.6037 -0.4097 1.8887
C 0.5060 -1.2246 2.4977
C 1.0602 -0.2986 3.6033
C 0.0216 0.3366 4.5483
C -0.9085 1.3877 3.9094
C -2.1479 0.7882 3.2196
N -1.8270 -0.4939 2.5710
H 1.2796 -1.4364 1.7617
H 0.1273 -2.1589 2.9247
H 1.6086 0.5026 3.1015
H 1.7848 -0.8606 4.1981
H 0.5836 0.8252 5.3478
H -0.5757 -0.4446 5.0381
H -0.3318 1.9646 3.1823
H -1.2445 2.0944 4.6726
H -2.5481 1.4760 2.4762
H -2.9347 0.5838 3.9491
H -1.8155 -1.2418 3.2491
S 0.2045 3.0010 -2.8371
```

Output
frontier orbital gap = 4.642 eV
energy relative to the best compared isomer or geometry (same formula, charge and spin) = 0.0000 eV
lowest unoccupied orbital energy = 2.6 eV
charge = -1

Atom charges from the Mulliken analysis, given in e for atoms 1 to 2:
1 Os 0.790
2 N 0.018



# 2
The following is a DFT calculation (ωB97M-V with the def2-TZVPD basis set) of C27H27OPSn as an isolated structure at a distorted geometry.

Structure (XYZ):
```
57
C27H27OPSn ωB97M-V with the def2-TZVPD basis set
C 1.0461 -0.6907 -3.2469
C 0.3631 2.3422 -2.5605
C -0.3170 -0.4556 -2.5731
H 0.8634 -1.1371 -4.2394
C -0.9869 2.2254 -2.2846
H 0.9230 3.0240 -1.9222
H -0.6552 -1.4151 -2.1677
H -1.3850 2.8738 -1.5049
C -1.4140 0.0779 -3.5354
H -2.2333 -0.6477 -3.6056
H -1.0001 0.1586 -4.5475
C 1.9289 0.5606 -3.4229
H 2.6788 0.3771 -4.2024
H 2.4795 0.7518 -2.4918
C 1.1170 1.8257 -3.7637
H 0.4469 1.6336 -4.6075
H 1.8081 2.6170 -4.0796
C -1.9898 1.4371 -3.0905
H -2.3420 2.0248 -3.9525
H -2.8694 1.2759 -2.4563
Sn 0.0036 0.8298 -1.1313
H 1.6133 -1.4334 -2.6744
O 1.0804 2.9659 0.6310
C 1.0647 1.7541 0.4829
C 2.1260 0.8952 0.9715
C 3.4335 1.3022 1.2429
C 4.3760 0.3355 1.6076
C 3.9993 -1.0159 1.7008
C 2.6696 -1.4022 1.4537
C 1.7341 -0.4177 1.0988
P -0.0535 -0.5835 0.8876
C 0.0171 -1.0628 2.6343
C -0.1653 -2.3834 3.0625
C -0.0753 -2.6912 4.4288
C 0.1842 -1.6844 5.3674
C 0.3502 -0.3654 4.9475
C 0.2654 -0.0555 3.5919
C -1.8293 -0.5616 0.6202
C -2.5616 0.4530 1.2613
C -3.9448 0.5335 1.1095
C -4.6118 -0.4040 0.3203
C -3.8933 -1.4267 -0.3104
C -2.5031 -1.5116 -0.1580
H 3.7241 2.3411 1.1399
H 5.3982 0.6327 1.8050
H 4.7360 -1.7561 1.9817
H 2.3740 -2.4361 1.5635
H -0.3586 -3.1684 2.3446
H -0.2022 -3.7111 4.7643
H 0.2563 -1.9226 6.4209
H 0.5483 0.4185 5.6690
H 0.3993 0.9746 3.2833
H -2.0549 1.1876 1.8765
H -4.4962 1.3229 1.6054
H -5.6856 -0.3398 0.2040
H -4.4164 -2.1557 -0.9135
H -1.9640 -2.3158 -0.6360
```

Output
frontier orbital gap (spin up / spin down) = 5.410 / 5.764 eV
energy relative to the best compared isomer or geometry (same formula, charge and spin) = 4.5460 eV
lowest unoccupied orbital energy (spin up / spin down) = -0.7 / -0.6 eV

Atom charges from the Mulliken analysis, given in e for atoms 1 to 2:
1 C -0.937
2 C -0.863



# 3
The following is a DFT calculation (ωB97M-V with the def2-TZVPD basis set) of C27H28BCeN4O2 as an isolated structure at a distorted geometry.

Structure (XYZ):
```
63
C27H28BCeN4O2 ωB97M-V with the def2-TZVPD basis set
Ce 0.0867 -0.6453 0.8556
C 3.7081 -2.1615 -0.8527
C 3.1530 -1.9903 0.5369
C 3.3096 -0.7898 1.2277
C 2.8152 -0.6345 2.5218
C 2.1430 -1.6803 3.1383
C 1.9646 -2.8779 2.4527
C 2.4663 -3.0279 1.1682
H 4.7155 -1.7496 -0.9209
H 3.0856 -1.6503 -1.5903
H 3.7399 -3.2123 -1.1372
H 3.8620 0.0206 0.7654
H 2.9768 0.2923 3.0510
H 1.7852 -1.5758 4.1539
H 1.4499 -3.7012 2.9296
H 2.3401 -3.9686 0.6462
C 0.1321 2.5069 4.3928
C 0.1592 3.7638 3.8029
C 0.2504 3.8625 2.4232
C 0.3350 2.7099 1.6346
C 0.3285 1.4246 2.1980
C 0.1978 1.3745 3.5901
C 0.3969 2.8315 0.1484
C 0.6193 4.0889 -0.4838
C 0.6157 4.1892 -1.8354
C 0.3870 3.0411 -2.6300
C 0.3547 3.0716 -4.0437
C 0.1430 1.9265 -4.7584
C -0.0487 0.7020 -4.0815
C -0.0186 0.6516 -2.7158
C 0.2075 1.8211 -1.9499
N 0.2289 1.7352 -0.5744
H 0.0443 2.4133 5.4703
H 0.0968 4.6595 4.4087
H 0.2304 4.8519 1.9809
H 0.1461 0.4044 4.0843
H 0.8110 4.9648 0.1164
H 0.7886 5.1451 -2.3194
H 0.5020 4.0211 -4.5476
H 0.1186 1.9526 -5.8412
H -0.2152 -0.2118 -4.6417
H -0.1693 -0.2909 -2.2154
C -4.9561 -0.6256 -0.1992
C -3.5012 -0.6687 0.1304
N -2.6062 0.1092 -0.3390
O -3.1050 1.0862 -1.1640
C -2.9396 -1.6818 1.0801
C -3.4938 -3.0499 1.2434
N -1.8856 -1.2585 1.6508
O -1.0059 -2.0520 2.2768
H -5.1422 -0.0036 -1.0672
H -5.5177 -0.2238 0.6481
H -5.3240 -1.6345 -0.3882
H -2.3029 1.5226 -1.4823
H -4.4756 -3.0185 1.7224
H -2.8162 -3.6347 1.8584
H -3.6095 -3.5301 0.2696
B 0.4150 -3.5380 -3.2661
C 0.3595 -2.8119 -1.8765
N 0.3578 -2.1953 -0.8949
H 0.5051 -4.7349 -3.0890
H 1.4051 -3.0811 -3.8124
H -0.6048 -3.2338 -3.8596
```

Output
frontier orbital gap (spin up / spin down) = 7.635 / 7.845 eV
<S²> = 0.7510
energy relative to the best compared isomer or geometry (same formula, charge and spin) = 0.0338 eV
2S+1 = 2
lowest unoccupied orbital energy (spin up / spin down) = -0.4 / -0.4 eV

Atom charges from the Mulliken analysis, given in e for atoms 1 to 2:
1 Ce 0.850
2 C -1.612